# 1
Computed, not measured: a 7-piece molecular cluster, C17H48O11 overall in a non-equilibrium geometry, with ωB97M-V/def2-TZVPD.

```
76
Properties=species:S:1:pos:R:3
H 4.106 -1.407 -2.199
H 0.260 3.019 4.723
H 0.951 1.857 -0.144
H 1.430 0.931 4.923
H -2.461 -3.247 2.347
H -4.719 3.444 -0.250
H 1.701 -2.818 -1.901
C 2.831 -2.737 -1.742
C -1.037 -0.881 -0.737
H -3.041 1.900 -2.110
H -0.750 -2.606 -5.037
H 2.377 -2.056 0.330
C -0.164 -2.822 -4.142
H -2.256 -2.981 -2.170
H 2.170 -4.064 0.837
H -2.630 3.698 -2.283
H 0.964 0.694 3.395
C -3.823 2.680 -0.543
H -0.211 -5.507 -4.655
H 4.043 -2.969 0.011
H -0.593 -4.529 3.840
H -1.694 1.017 3.826
C 2.955 -2.881 -0.249
H -4.479 1.938 -0.533
H -0.887 3.582 2.999
O -2.759 2.657 0.417
C -0.128 0.113 -0.078
H -3.034 -3.010 -3.935
H 3.431 -3.473 -2.275
H -2.805 -5.350 3.552
H 4.963 5.722 -2.973
H -1.801 -0.215 -1.281
C -1.488 -4.024 4.210
H -2.105 2.168 5.136
H 2.801 3.343 -1.836
H -0.541 1.999 -0.886
C 5.077 5.558 -1.841
H -0.488 -4.580 -2.742
H -1.313 0.894 5.241
H -1.447 -1.490 -0.049
O 5.585 6.708 -1.142
H 0.778 -3.073 -4.268
O 2.634 -4.138 0.066
C -0.892 -3.956 -3.497
C -2.409 -3.585 -3.122
H -0.467 1.160 1.511
C -1.348 1.670 4.572
O -1.120 -4.951 -4.481
C 0.271 1.398 -0.884
H 3.903 4.988 -0.094
H 0.719 -0.318 0.363
H -2.965 -4.579 -2.673
C 1.261 1.505 4.005
C -0.158 2.394 4.100
H 2.093 1.850 3.356
H 5.756 6.441 -0.273
H 5.922 4.950 -1.831
C 3.789 4.908 -1.208
H -2.095 2.015 0.004
O -4.443 2.929 -2.888
O 3.688 3.702 -1.790
H -2.845 -2.497 3.747
H -0.485 -1.110 -1.641
H -4.781 3.866 -2.716
H -1.338 -1.314 2.590
O -0.826 0.507 1.145
O -0.349 2.936 2.830
C -1.935 -2.859 3.293
H 2.966 5.414 -1.503
O -2.415 -5.132 4.385
H 0.739 0.972 -1.785
O -0.798 -2.056 3.074
C -3.288 2.863 -1.984
H -1.572 -3.749 5.282
O 3.201 -1.463 -2.152
H -0.165 -1.991 -3.616
```

- Kohn-Sham gap (eV) = 10.39
- molar mass (g mol⁻¹) = 428.560
- multiplicity = 1
- SMILES = CC(C)O.CC(C)O.CC(C)O.OCCO.OCCO.OCCO.OCCO

The net atomic charges from Mulliken, expressed in e, are: number 1, H, carries 0.27; number 2, H, carries 0.60; number 3, H, carries 0.37; number 4, H, carries 0.40; number 5, H, carries 0.21; number 6, H, carries 0.31; number 7, H, carries -0.13; number 8, C, carries -0.18; number 9, C, carries -0.75; number 10, H, carries 0.20; number 11, H, carries 0.41; number 12, H, carries 0.11; number 13, C, carries -1.62; number 14, H, carries 0.10; number 15, H, carries 0.30; number 16, H, carries 0.24; number 17, H, carries 0.04; number 18, C, carries -0.37; number 19, H, carries 0.32; number 20, H, carries 0.26; number 21, H, carries 0.29; number 22, H, carries 0.19; number 23, C, carries -0.14; number 24, H, carries 0.39; number 25, H, carries 0.25; number 26, O, carries -0.48; number 27, C, carries 0.15; number 28, H, carries 0.27; number 29, H, carries 0.47; number 30, H, carries 0.27; number 31, H, carries 0.29; number 32, H, carries 0.00; number 33, C, carries -0.34; number 34, H, carries 0.42; number 35, H, carries 0.30; number 36, H, carries 0.32; number 37, C, carries -0.53; number 38, H, carries 0.42; number 39, H, carries 0.52; number 40, H, carries 0.76; number 41, O, carries -0.53; number 42, H, carries 0.41; number 43, O, carries -0.50; number 44, C, carries 0.44; number 45, C, carries -0.82; number 46, H, carries -0.03; number 47, C, carries -1.36; number 48, O, carries -0.59; number 49, C, carries -1.08; number 50, H, carries 0.22; number 51, H, carries 0.28; number 52, H, carries 0.28; number 53, C, carries -1.03; number 54, C, carries 0.11; number 55, H, carries 0.39; number 56, H, carries 0.28; number 57, H, carries 0.36; number 58, C, carries -0.17; number 59, H, carries 0.17; number 60, O, carries -0.56; number 61, O, carries -0.51; number 62, H, carries 0.35; number 63, H, carries -0.12; number 64, H, carries 0.34; number 65, H, carries 0.15; number 66, O, carries -0.19; number 67, O, carries -0.47; number 68, C, carries -0.30; number 69, H, carries 0.29; number 70, O, carries -0.53; number 71, H, carries 0.49; number 72, O, carries -0.44; number 73, C, carries -0.38; number 74, H, carries 0.22; number 75, O, carries -0.47; number 76, H, carries 0.40

# 2
Computed, not measured: a 6-piece molecular cluster, C17H48O17PS6 overall in a non-equilibrium geometry, with ωB97M-V/def2-TZVPD.

```
89
Properties=species:S:1:pos:R:3
H 2.815 -2.835 -2.503
H -1.109 -2.924 1.259
C 0.846 2.439 2.439
S -2.608 -0.678 1.849
O 4.556 -3.311 -0.206
O -1.636 -1.559 2.745
H -0.189 -3.468 -1.889
H -5.025 -2.805 1.510
O 5.320 5.902 0.172
S 2.983 -4.162 -2.599
O -2.518 -1.106 -4.421
C 1.397 -4.908 -2.113
O -6.334 -5.920 3.256
H 6.678 8.610 -1.651
O -8.060 -5.670 1.498
H 0.272 2.101 4.492
H 3.423 5.371 3.711
H 3.853 -5.603 -0.320
S -1.822 -0.563 -3.301
H 1.641 -5.803 -1.561
H 0.861 0.496 -6.457
H 1.497 0.989 3.909
C 0.545 -1.564 1.630
O 7.218 5.999 -1.415
H -0.810 1.080 -6.360
H -4.792 -4.002 -0.593
H 4.381 8.007 -0.872
S 5.849 5.707 -1.143
C -2.961 0.112 -2.154
C 5.479 4.076 -1.685
H 0.788 0.002 -3.972
O -0.197 -4.734 -0.299
H -4.499 0.387 2.672
H 3.593 5.352 1.925
C 4.659 7.879 -1.919
H 5.727 3.998 -2.740
H -3.587 -0.704 -1.798
O 1.726 3.532 2.767
O -6.697 -3.740 2.194
H -4.245 -1.205 3.444
O 4.926 6.480 -2.180
H -4.778 -4.504 1.881
O -1.117 0.796 -3.721
H -6.471 -3.443 -0.445
H 6.136 8.573 -3.324
S -7.341 -5.137 2.610
H -0.345 -3.116 2.827
H 4.945 4.825 2.955
O -1.938 0.522 1.451
H -6.080 -5.131 -0.156
C 0.525 -3.992 -1.270
C -0.083 0.400 -5.919
S 3.285 3.210 2.823
C -3.768 -0.287 3.111
O -0.859 -1.381 -2.610
H 1.341 -2.213 1.259
C -5.719 -4.112 -0.029
C 0.593 1.527 3.623
H -9.123 -3.789 3.318
C -8.479 -4.518 3.800
H 5.524 9.819 -2.220
C -5.471 -3.790 1.432
H 1.247 1.888 1.587
H -3.565 0.856 -2.666
C 0.124 0.723 -4.453
H 1.104 -3.261 -0.720
H 4.426 3.880 -1.509
H -2.410 0.550 -1.326
H -3.242 0.201 3.926
H -0.455 -0.614 -6.056
H -0.174 0.796 3.373
H 3.784 8.113 -2.521
H -9.062 -5.367 4.150
O 3.653 2.577 1.590
C -0.647 -2.381 2.085
H -7.921 -4.074 4.619
C 3.864 4.866 2.856
H 0.264 -0.878 0.829
H -0.085 2.900 2.116
H 6.095 3.401 -1.096
H 0.573 1.706 -4.340
O 3.582 2.567 4.063
H 0.912 -5.177 -3.036
C 5.820 8.773 -2.301
H 0.936 -0.971 2.452
H -0.324 -5.655 -0.571
P 4.425 -4.510 -0.989
O -3.234 -1.525 0.877
H 5.592 -4.899 -1.655
```

- Kohn-Sham gap (eV) = 7.94
- molar mass (g mol⁻¹) = 747.930
- multiplicity = 1
- charge = +1

The net atomic charges from Mulliken, expressed in e, are: number 1, H, carries 0.30; number 2, H, carries 0.26; number 3, C, carries -0.28; number 4, S, carries 1.22; number 5, O, carries -0.44; number 6, O, carries -0.40; number 7, H, carries 0.19; number 8, H, carries -0.19; number 9, O, carries -0.54; number 10, S, carries -0.01; number 11, O, carries -0.66; number 12, C, carries -0.62; number 13, O, carries -0.65; number 14, H, carries 0.30; number 15, O, carries -0.61; number 16, H, carries 0.38; number 17, H, carries 0.40; number 18, H, carries 0.14; number 19, S, carries 1.14; number 20, H, carries 0.46; number 21, H, carries 0.40; number 22, H, carries 0.32; number 23, C, carries -0.80; number 24, O, carries -0.60; number 25, H, carries 0.28; number 26, H, carries 0.34; number 27, H, carries 0.29; number 28, S, carries 1.13; number 29, C, carries -0.86; number 30, C, carries -0.98; number 31, H, carries 0.16; number 32, O, carries -0.51; number 33, H, carries 0.41; number 34, H, carries 0.25; number 35, C, carries -0.31; number 36, H, carries 0.36; number 37, H, carries 0.34; number 38, O, carries -0.32; number 39, O, carries -0.26; number 40, H, carries 0.35; number 41, O, carries -0.29; number 42, H, carries 0.36; number 43, O, carries -0.31; number 44, H, carries 0.31; number 45, H, carries 0.27; number 46, S, carries 1.22; number 47, H, carries 0.33; number 48, H, carries 0.39; number 49, O, carries -0.57; number 50, H, carries 0.40; number 51, C, carries 0.39; number 52, C, carries -1.02; number 53, S, carries 1.27; number 54, C, carries -1.23; number 55, O, carries -0.51; number 56, H, carries 0.34; number 57, C, carries -1.16; number 58, C, carries -0.81; number 59, H, carries 0.32; number 60, C, carries -0.93; number 61, H, carries 0.39; number 62, C, carries 0.15; number 63, H, carries 0.32; number 64, H, carries 0.43; number 65, C, carries -0.20; number 66, H, carries -0.14; number 67, H, carries 0.31; number 68, H, carries 0.17; number 69, H, carries 0.40; number 70, H, carries 0.29; number 71, H, carries 0.08; number 72, H, carries 0.28; number 73, H, carries 0.38; number 74, O, carries -0.62; number 75, C, carries -0.33; number 76, H, carries 0.31; number 77, C, carries -0.97; number 78, H, carries 0.23; number 79, H, carries 0.24; number 80, H, carries 0.37; number 81, H, carries 0.30; number 82, O, carries -0.64; number 83, H, carries 0.40; number 84, C, carries -1.00; number 85, H, carries 0.16; number 86, H, carries 0.30; number 87, P, carries 0.42; number 88, O, carries -0.43; number 89, H, carries 0.18

# 3
Computed, not measured: C17H49BClN4O10P as an isolated structure in a non-equilibrium geometry, with ωB97M-V/def2-TZVPD.

```
83
Properties=species:S:1:pos:R:3
P 4.662 -6.209 5.432
H 2.208 -0.105 3.532
H 2.189 0.223 -3.534
H -0.480 5.643 -3.441
H -5.057 0.396 0.382
H 5.451 2.406 -1.898
C -2.116 4.879 -6.228
C -7.754 0.498 0.955
H 0.700 -7.091 3.769
H 4.120 -1.001 -4.026
H 0.565 -0.934 5.035
H -5.067 -2.895 1.305
C -5.245 0.354 1.463
H -1.669 -0.697 1.884
H -2.419 3.878 -5.922
N -1.213 5.204 -3.990
H 2.681 2.294 -4.595
H 0.559 4.817 -6.913
B 1.527 -5.609 4.698
C 1.302 -0.492 3.056
H -8.082 -0.496 1.259
H -6.231 1.272 3.802
H 5.082 0.269 -3.820
O 4.562 -6.804 3.968
H -5.567 -1.729 0.064
H -2.974 5.534 -6.079
H -0.665 -1.076 3.792
C -1.277 0.109 1.260
O 0.615 3.438 -5.374
C 0.031 2.425 -6.172
N 1.573 -1.875 2.650
H -1.887 4.857 -7.295
H 0.619 1.518 -6.029
O 4.343 -7.193 6.456
N -6.943 0.837 3.225
H -6.679 -2.176 1.386
H -1.845 0.117 0.330
H -6.483 2.068 1.620
H 0.803 -2.181 2.062
H 1.949 0.533 1.292
O 3.837 -4.864 5.484
H 4.104 2.589 -3.614
H 0.050 2.691 -7.233
H 5.896 1.804 -0.298
H 2.381 -1.889 2.034
O 4.735 0.525 -1.360
H 2.425 -3.629 4.679
C 2.774 -4.645 4.514
C 1.019 0.419 1.855
H 0.172 -6.301 5.845
C -5.635 -1.983 1.126
N 4.159 0.006 -4.154
H -4.457 0.937 1.949
H 4.246 2.391 -0.584
C 5.089 1.853 -1.028
H 4.706 -6.163 3.263
C 3.111 2.137 -3.609
C 0.414 4.762 -5.826
C 0.199 -0.491 4.109
H 2.492 2.675 -2.889
H -1.131 4.213 -3.779
C -6.594 0.996 1.811
H -0.838 6.458 -5.600
H -0.137 0.523 4.330
O 0.992 -6.202 3.565
H -8.608 1.165 1.061
H -7.480 0.461 -0.101
H 3.145 -4.668 3.495
H 3.186 -0.716 -1.634
H -6.885 -0.152 3.452
C 3.403 0.343 -1.801
H -0.997 2.213 -5.869
H 2.712 0.916 -1.168
O 0.084 -0.095 0.929
Cl 6.694 -4.694 4.328
O 0.979 -5.790 5.928
O 6.196 -5.700 5.605
H 1.214 5.347 -5.365
C -0.927 5.383 -5.416
C 3.167 0.648 -3.286
O -5.073 -0.967 1.936
H -1.423 1.068 1.767
H 0.716 1.422 2.185
```

- Kohn-Sham gap (eV) = 8.83
- molar mass (g mol⁻¹) = 546.836
- multiplicity = 1

The net atomic charges from Mulliken, expressed in e, are: number 1, P, carries 0.92; number 2, H, carries 0.38; number 3, H, carries 0.36; number 4, H, carries 0.27; number 5, H, carries 0.43; number 6, H, carries 0.24; number 7, C, carries -1.40; number 8, C, carries -1.43; number 9, H, carries 0.27; number 10, H, carries 0.29; number 11, H, carries 0.38; number 12, H, carries 0.25; number 13, C, carries -0.54; number 14, H, carries 0.25; number 15, H, carries 0.28; number 16, N, carries -0.72; number 17, H, carries 0.30; number 18, H, carries 0.40; number 19, B, carries 0.75; number 20, C, carries 0.23; number 21, H, carries 0.29; number 22, H, carries 0.27; number 23, H, carries 0.31; number 24, O, carries -0.44; number 25, H, carries 0.33; number 26, H, carries 0.35; number 27, H, carries 0.30; number 28, C, carries -0.77; number 29, O, carries -0.20; number 30, C, carries -0.73; number 31, N, carries -0.47; number 32, H, carries 0.35; number 33, H, carries 0.24; number 34, O, carries -0.62; number 35, N, carries -0.72; number 36, H, carries 0.23; number 37, H, carries 0.28; number 38, H, carries 0.41; number 39, H, carries 0.26; number 40, H, carries 0.18; number 41, O, carries -0.23; number 42, H, carries 0.27; number 43, H, carries 0.36; number 44, H, carries 0.27; number 45, H, carries 0.26; number 46, O, carries -0.42; number 47, H, carries 0.16; number 48, C, carries -0.36; number 49, C, carries -0.50; number 50, H, carries 0.28; number 51, C, carries -0.70; number 52, N, carries -0.74; number 53, H, carries 0.23; number 54, H, carries 0.29; number 55, C, carries -0.66; number 56, H, carries 0.33; number 57, C, carries -1.48; number 58, C, carries -0.80; number 59, C, carries -1.56; number 60, H, carries 0.34; number 61, H, carries 0.31; number 62, C, carries 0.29; number 63, H, carries 0.39; number 64, H, carries 0.37; number 65, O, carries -0.55; number 66, H, carries 0.36; number 67, H, carries 0.34; number 68, H, carries 0.20; number 69, H, carries 0.34; number 70, H, carries 0.31; number 71, C, carries -0.48; number 72, H, carries 0.24; number 73, H, carries 0.15; number 74, O, carries -0.34; number 75, Cl, carries 0.01; number 76, O, carries -0.50; number 77, O, carries -0.28; number 78, H, carries 0.35; number 79, C, carries 0.36; number 80, C, carries 0.58; number 81, O, carries -0.35; number 82, H, carries 0.40; number 83, H, carries 0.39

Number 1: HOMO -10.014 eV. Number 2: HOMO -12.195 eV. Number 3: HOMO -9.245 eV.